No. 1
{
  "formula": "C23H67N10O11",
  "method": "wB97M-V/def2-TZVPD",
  "elements": ["C", "C", "C", "O", "H", "H", "H", "H", "H", "H", "H", "C", "O", "N", "N", "H", "H", "H", "H", "C", "O", "N", "N", "H", "H", "H", "H", "C", "O", "N", "N", "H", "H", "H", "H", "C", "O", "N", "N", "H", "H", "H", "H", "C", "O", "N", "N", "H", "H", "H", "H", "C", "C", "C", "O", "H", "H", "H", "H", "H", "H", "H", "H", "C", "C", "C", "O", "H", "H", "H", "H", "H", "H", "H", "H", "C", "C", "C", "O", "H", "H", "H", "H", "H", "H", "H", "H", "C", "C", "C", "O", "H", "H", "H", "H", "H", "H", "H", "H", "C", "C", "C", "O", "H", "H", "H", "H", "H", "H", "H", "H"],
  "xyz": [[0.31222, 1.31077, -0.46933], [0.45866, 0.21990, 0.59299], [-0.18972, -1.09479, 0.12619], [1.74962, 0.08720, 1.07118], [-0.74601, 1.40565, -0.76153], [0.89432, 1.13185, -1.37863], [0.56334, 2.28838, -0.05679], [-0.24560, 0.53007, 1.40452], [-1.16961, -0.91534, -0.32871], [-0.31186, -1.77510, 0.96971], [0.42666, -1.57905, -0.63710], [4.03383, 2.98279, -1.02355], [4.51511, 3.95742, -1.58742], [4.20921, 1.69771, -1.47040], [3.29937, 3.05038, 0.12480], [4.90168, 1.55644, -2.18239], [3.97475, 0.91578, -0.88483], [2.94001, 2.17479, 0.48926], [2.97725, 3.93201, 0.48647], [-4.75106, -2.40141, 2.04710], [-5.35007, -3.35393, 2.51945], [-5.36464, -1.19114, 1.77132], [-3.42538, -2.37413, 1.72145], [-6.33971, -1.10205, 1.97107], [-4.77379, -0.48579, 1.36228], [-2.91042, -3.24538, 1.78336], [-3.00960, -1.56163, 1.30198], [1.68691, -0.50466, 4.51443], [1.81266, -0.72798, 5.71388], [2.31517, -1.17746, 3.52173], [0.90361, 0.53819, 4.04767], [2.21422, -0.79437, 2.57655], [2.98000, -1.89530, 3.73439], [0.13053, 0.73294, 4.65849], [0.82701, 0.62608, 3.04100], [4.13923, -1.44578, -1.21198], [5.08853, -1.80439, -1.91611], [2.85090, -1.41757, -1.63298], [4.30215, -1.12076, 0.10255], [2.61849, -1.77480, -2.53877], [2.16627, -0.94484, -1.06440], [3.48786, -0.75776, 0.60497], [5.19536, -1.28403, 0.52222], [1.55152, 4.76116, 3.00398], [1.26818, 5.16459, 1.88256], [1.55046, 3.44396, 3.34717], [1.87564, 5.62728, 4.01131], [1.91423, 3.13224, 4.22927], [1.50018, 2.77352, 2.59803], [1.94157, 6.60369, 3.79744], [2.26895, 5.31168, 4.87839], [-5.26425, 2.37308, 0.74764], [-3.80471, 2.11854, 0.44191], [-2.93640, 2.51859, 1.62604], [-3.61675, 0.70011, 0.22616], [-5.93158, 2.00292, -0.03300], [-5.46151, 3.41081, 1.02090], [-5.58515, 1.81200, 1.63567], [-3.50116, 2.66016, -0.45685], [-3.05550, 3.59883, 1.78679], [-1.87267, 2.38084, 1.43774], [-3.26413, 2.00719, 2.52880], [-3.32713, 0.59704, -0.69124], [-2.01267, -1.26846, -4.30939], [-1.66968, -0.17383, -3.31239], [-1.43281, 1.18040, -3.95027], [-2.73536, -0.07438, -2.35275], [-1.29351, -1.27835, -5.13391], [-2.98889, -1.03497, -4.74194], [-2.00075, -2.26255, -3.86893], [-0.76801, -0.40672, -2.74450], [-2.21955, 1.53793, -4.61856], [-0.47980, 1.23669, -4.47877], [-1.35107, 1.88975, -3.12441], [-3.52896, 0.16676, -2.84478], [-0.61778, -4.28918, -2.19366], [0.51225, -5.27955, -2.40417], [1.70098, -5.03912, -1.50684], [0.01050, -6.59312, -2.04525], [-0.91562, -4.43046, -1.15118], [-1.52192, -4.46104, -2.77973], [-0.29317, -3.25205, -2.30890], [0.84096, -5.36638, -3.44618], [2.23958, -5.98229, -1.37796], [1.39447, -4.80194, -0.48541], [2.39932, -4.30804, -1.90694], [-0.85009, -6.70780, -2.45849], [0.81503, -4.25286, 2.66152], [-0.44937, -4.99517, 2.27199], [-1.31223, -5.35207, 3.46886], [-1.27168, -4.22565, 1.39964], [1.43704, -4.88083, 3.29931], [0.64430, -3.25270, 3.05263], [1.41673, -4.14010, 1.74762], [-0.20708, -5.91674, 1.73000], [-1.79420, -4.43722, 3.83688], [-0.74906, -5.75959, 4.30328], [-2.15826, -5.96489, 3.15297], [-0.79899, -3.63757, 0.80323], [2.16303, 6.00053, -2.25876], [1.60119, 4.93716, -3.16861], [0.30232, 4.33424, -2.65526], [1.40851, 5.44506, -4.50595], [3.11971, 6.38744, -2.60778], [2.30924, 5.59764, -1.25718], [1.44788, 6.82645, -2.15495], [2.32155, 4.12228, -3.27417], [0.23651, 3.29380, -2.97332], [-0.62067, 4.86295, -2.88046], [0.39983, 4.23498, -1.56698], [1.68296, 6.36439, -4.53403]],
  "forces_ev_per_a": [[-0.70, 0.12, -0.02], [-0.33, 0.06, 0.48], [0.16, 0.04, -0.42], [0.12, 0.09, -0.31], [0.11, -0.15, -0.06], [0.19, -0.02, 0.09], [0.35, -0.02, -0.04], [0.11, 0.18, 0.00], [-0.04, 0.02, 0.13], [0.13, 0.03, 0.07], [-0.02, -0.17, 0.07], [0.26, 0.02, 0.32], [-0.13, -0.02, -0.10], [-0.08, 0.27, -0.29], [0.06, -0.45, -0.04], [0.04, -0.01, 0.00], [0.07, 0.04, 0.07], [-0.31, 0.24, 0.18], [-0.03, -0.01, -0.06], [-0.32, 1.01, -0.35], [0.19, -0.18, 0.01], [0.61, -0.81, 0.28], [-0.26, -0.79, 0.38], [-0.03, 0.18, -0.05], [-0.57, 0.42, -0.19], [0.11, 0.36, -0.09], [0.06, -0.03, -0.05], [0.42, 0.13, 0.26], [-0.20, -0.22, -0.13], [-0.04, 0.14, -0.11], [0.34, -0.17, 0.20], [-0.08, -0.19, -0.38], [0.05, 0.07, 0.22], [-0.14, 0.24, -0.23], [-0.29, -0.11, 0.09], [1.31, -1.04, -0.03], [-0.64, 0.13, 0.12], [-0.32, 0.23, -0.03], [-0.74, 0.42, -0.10], [0.15, 0.24, -0.14], [-0.08, -0.07, 0.10], [0.11, -0.12, 0.24], [0.08, 0.19, -0.03], [0.12, 0.04, -0.39], [0.04, -0.14, 0.03], [-0.02, 0.23, -0.08], [-0.01, 0.09, 0.45], [-0.04, -0.21, -0.06], [0.01, -0.06, 0.07], [-0.01, -0.02, -0.17], [-0.02, -0.03, -0.02], [-0.60, -0.34, 0.55], [0.24, -0.66, 0.71], [-0.08, 1.02, -0.35], [-0.12, 0.58, -0.27], [0.11, 0.39, -0.25], [0.00, 0.11, -0.44], [0.38, -0.09, 0.00], [0.05, 0.03, -0.03], [-0.05, -0.13, 0.13], [-0.04, -0.36, 0.01], [0.13, -0.18, 0.01], [0.22, -0.43, 0.07], [0.42, 0.22, -0.27], [-0.12, 0.05, -0.34], [0.29, 0.46, 0.40], [-0.01, 0.03, 0.07], [0.00, 0.07, 0.05], [-0.06, -0.22, -0.01], [-0.25, 0.04, 0.14], [-0.15, -0.22, 0.16], [-0.14, -0.27, -0.02], [-0.05, -0.19, -0.12], [-0.06, 0.10, -0.12], [-0.04, -0.09, -0.03], [0.21, 0.25, 0.58], [-0.56, -0.91, -0.14], [0.24, -0.57, 0.33], [0.19, 0.11, 0.03], [-0.09, 0.16, -0.01], [0.21, -0.10, -0.32], [-0.03, -0.04, -0.12], [-0.01, 0.38, -0.03], [0.06, 0.03, -0.34], [-0.10, 0.42, -0.13], [-0.10, 0.21, 0.14], [-0.02, 0.01, 0.00], [0.41, -0.42, -1.15], [0.08, -0.08, 0.20], [-0.74, 0.86, -0.15], [-0.63, 0.05, -0.06], [-0.13, 0.20, 0.38], [-0.10, -0.12, 0.33], [-0.03, 0.23, 0.10], [0.30, -0.02, 0.10], [0.25, 0.04, 0.02], [0.04, -0.38, -0.14], [0.24, -0.37, 0.18], [0.46, -0.17, 0.18], [-0.28, 0.23, 0.35], [-0.06, 0.07, -0.57], [0.48, -0.73, 0.86], [-0.17, -0.03, -0.08], [0.03, -0.08, -0.06], [0.12, -0.01, -0.06], [0.02, 0.00, -0.11], [0.12, 0.08, 0.22], [-0.25, 0.13, -0.37], [0.15, 0.24, -0.20], [-0.18, 0.19, -0.03], [0.05, 0.00, 0.09]],
  "lowdin_charge": [-0.0733, -0.6143, -0.0507, -0.3153, 0.0616, 0.0754, 0.0557, 0.1041, 0.0631, 0.0600, 0.0489, -0.6743, 0.0006, 0.1696, 0.1758, 0.1032, 0.0428, 0.0640, 0.0737, -0.6769, 0.0031, 0.1437, 0.1703, 0.0894, 0.0404, 0.0659, 0.0712, -0.6832, -0.0131, 0.1551, 0.1422, 0.0429, 0.0988, 0.0980, 0.0430, -0.7123, -0.0149, 0.1713, 0.1487, 0.1001, 0.0476, 0.0572, 0.1032, -0.6822, 0.0011, 0.1662, 0.1432, 0.0901, 0.0782, 0.0967, 0.0890, -0.0697, -0.4631, -0.0461, -0.0930, 0.0786, 0.0788, 0.0741, 0.1387, 0.0840, 0.0616, 0.0856, 0.0413, -0.0421, -0.4704, -0.0542, -0.0764, 0.0863, 0.0834, 0.0569, 0.1197, 0.0861, 0.0907, 0.0545, 0.0999, -0.0504, -0.4685, -0.0421, -0.0698, 0.0710, 0.0774, 0.0667, 0.1318, 0.0853, 0.0650, 0.0714, 0.0767, -0.0520, -0.4809, -0.0505, -0.0947, 0.0838, 0.0719, 0.0677, 0.1333, 0.0864, 0.0770, 0.0815, 0.0428, -0.0678, -0.4724, -0.0469, -0.0658, 0.0820, 0.0626, 0.0868, 0.1259, 0.0437, 0.0826, 0.0715, 0.0671],
  "spin_multiplicity": 1,
  "total_charge": -1
}

No. 2
{
  "formula": "C23H67N11O8",
  "method": "wB97M-V/def2-TZVPD",
  "elements": ["C", "O", "C", "C", "C", "N", "H", "H", "H", "H", "H", "H", "H", "H", "H", "H", "H", "C", "O", "C", "C", "C", "N", "H", "H", "H", "H", "H", "H", "H", "H", "H", "H", "H", "C", "O", "C", "C", "C", "N", "H", "H", "H", "H", "H", "H", "H", "H", "H", "H", "H", "C", "O", "C", "C", "C", "N", "H", "H", "H", "H", "H", "H", "H", "H", "H", "H", "H", "C", "O", "C", "C", "C", "N", "H", "H", "H", "H", "H", "H", "H", "H", "H", "H", "H", "N", "C", "N", "O", "H", "H", "H", "H", "N", "C", "N", "O", "H", "H", "H", "H", "N", "C", "N", "O", "H", "H", "H", "H"],
  "xyz": [[-1.59610, -3.44611, -3.21748], [-1.91749, -3.60243, -1.85601], [-0.94022, -3.91550, -0.91223], [-1.48163, -4.45356, 0.43272], [-2.02376, -3.34205, 1.37140], [-0.35480, -5.06361, 1.11732], [-0.83283, -2.68358, -3.37259], [-2.54654, -3.24781, -3.71289], [-1.31962, -4.40405, -3.65795], [-0.42575, -4.80824, -1.26780], [-0.15147, -3.20095, -0.67686], [-2.36878, -5.06372, 0.26314], [-1.99653, -3.56062, 2.43891], [-2.99892, -2.96803, 1.05951], [-1.32993, -2.50674, 1.27669], [-0.78444, -5.71473, 1.75885], [0.10529, -5.54122, 0.35554], [-9.50971, -0.12163, 0.16811], [-8.91411, 0.73583, -0.74024], [-7.52304, 1.15899, -0.54528], [-6.83187, 1.76144, -1.85517], [-5.33442, 2.12387, -1.46830], [-7.56057, 2.93837, -2.33357], [-10.57582, -0.31153, 0.04385], [-9.17359, 0.25343, 1.13478], [-8.89377, -1.02043, 0.13856], [-7.43316, 1.75224, 0.36472], [-6.89998, 0.29756, -0.30479], [-6.91909, 1.09203, -2.71095], [-4.80971, 1.24302, -1.09833], [-5.29026, 2.89600, -0.70020], [-4.86385, 2.55773, -2.35058], [-8.53653, 2.67979, -2.36080], [-7.20539, 3.20084, -3.24189], [2.23827, -5.70515, 4.42053], [2.21445, -4.36376, 4.12178], [2.52082, -4.06170, 2.74436], [2.44323, -2.57151, 2.50227], [3.48916, -1.69611, 3.24170], [1.11606, -2.13090, 2.98037], [3.17762, -6.12561, 4.06145], [1.53106, -6.30668, 3.84946], [1.99725, -5.95555, 5.45364], [3.49935, -4.46178, 2.47881], [1.85792, -4.48130, 1.98766], [2.49880, -2.17447, 1.48867], [4.50641, -2.04638, 3.06670], [3.36614, -1.81694, 4.31798], [3.58075, -0.63126, 3.02767], [1.24427, -2.06895, 3.98029], [0.36952, -2.80400, 2.88186], [2.62695, 0.84388, 0.20157], [1.51022, 1.47777, -0.55780], [0.52988, 0.49904, -0.87265], [-0.52786, 1.11678, -1.78411], [-1.51689, 0.12870, -2.40065], [0.01689, 1.81790, -2.93994], [2.34227, 0.23070, 1.05660], [3.13789, 1.75112, 0.52400], [3.27927, 0.17973, -0.36542], [0.98940, -0.33857, -1.39739], [0.00817, 0.18079, 0.02992], [-1.14314, 1.73122, -1.12685], [-1.61394, -0.66532, -1.66024], [-1.34618, -0.47273, -3.29354], [-2.52070, 0.51770, -2.57135], [-0.59613, 1.58241, -3.70731], [0.92004, 1.47247, -3.23164], [4.91538, 2.20795, 4.45532], [5.50416, 2.30010, 3.22317], [6.93518, 2.26604, 3.42628], [7.66234, 2.46424, 2.09669], [7.16015, 1.63466, 0.94410], [9.08206, 2.45456, 2.19956], [5.31270, 2.87703, 5.21858], [5.15466, 1.27708, 4.96945], [3.82731, 2.25960, 4.41610], [7.22617, 3.05784, 4.11655], [7.16726, 1.28332, 3.83676], [7.47410, 3.45475, 1.68249], [7.50124, 0.60021, 0.98503], [7.65755, 1.96397, 0.03182], [6.09001, 1.71875, 0.75480], [9.31166, 3.14977, 2.89530], [9.48516, 1.56377, 2.45272], [0.80821, 4.33916, -1.39262], [2.03055, 4.56062, -1.73866], [2.78626, 3.51620, -1.86033], [2.49336, 5.62625, -1.90966], [0.09682, 4.98986, -1.09163], [0.53538, 3.36842, -1.45033], [2.31005, 2.62563, -1.87484], [3.78391, 3.58845, -2.00023], [-0.63965, -0.97888, -6.47433], [-1.89260, -0.47440, -6.30545], [-2.83055, -1.14493, -6.84641], [-2.04353, 0.52217, -5.77161], [0.17520, -0.50627, -6.10996], [-0.49409, -1.88550, -6.89499], [-2.68756, -1.95549, -7.43177], [-3.74408, -0.74841, -6.67807], [-1.08196, 3.51239, 1.00991], [-2.24558, 3.22709, 1.49187], [-2.94937, 4.23793, 2.00275], [-2.78830, 2.15460, 1.35920], [-0.48040, 2.86295, 0.52366], [-0.88687, 4.50272, 0.97385], [-3.79161, 4.06810, 2.53368], [-2.43998, 5.09132, 2.18259]],
  "forces_ev_per_a": [[-0.23, -0.67, 0.35], [-0.89, 0.81, 0.90], [0.19, -1.83, 0.25], [-1.52, 2.41, 0.72], [0.73, 0.75, -0.85], [-0.55, 0.02, -0.69], [-0.07, 0.04, -0.23], [0.14, 0.67, 0.04], [0.67, -0.21, 0.04], [0.52, -0.21, -0.57], [-0.18, 0.77, -0.34], [0.33, -0.79, -0.43], [-0.31, -0.56, -0.09], [-0.07, -0.16, 0.13], [0.03, 0.30, 0.02], [0.56, -0.44, 0.19], [0.56, -0.89, 0.50], [2.78, -0.37, 1.28], [0.70, 2.07, -2.46], [-0.32, -1.13, -0.94], [-0.30, 0.62, 1.62], [-1.59, -0.24, -0.58], [0.26, 0.40, 1.08], [0.28, 0.43, -0.18], [-1.14, 0.14, 0.83], [-0.60, -0.99, -0.18], [-0.20, 0.78, -0.26], [-0.08, -0.58, -0.08], [0.63, -1.08, 0.58], [0.15, 0.06, -0.21], [-0.29, -0.08, 0.09], [0.25, -0.27, -0.04], [-0.15, 0.23, -0.40], [-0.33, 0.03, -0.13], [0.14, -1.59, -0.96], [-0.38, 1.52, -0.87], [0.89, -0.16, -0.45], [-0.64, 2.01, 1.07], [0.68, -0.96, 0.60], [0.23, 0.91, 0.53], [0.56, -0.25, 0.65], [-0.66, 0.20, -0.36], [0.47, 0.62, 0.13], [0.46, -0.09, 0.28], [-0.62, -0.49, 0.59], [0.14, -1.24, -0.61], [0.07, -0.39, -0.25], [-0.15, 0.13, 0.16], [-0.83, 0.00, -0.30], [-0.36, 0.23, 0.29], [0.16, -0.39, -0.52], [-0.64, 1.60, -0.27], [0.73, -2.21, 1.00], [-0.64, 0.22, -0.76], [-0.29, -0.78, -1.37], [-0.98, -1.96, 1.84], [0.40, 0.90, -0.07], [-0.78, 0.36, 0.13], [0.47, -0.45, 0.21], [-0.13, 0.31, -0.76], [0.19, -0.35, 0.08], [0.16, -0.38, 0.18], [0.01, 0.66, -0.22], [-0.66, -0.25, 0.34], [1.13, 0.69, -0.33], [0.12, 0.43, 0.25], [0.00, 0.47, -0.33], [0.27, -0.13, 0.27], [-0.76, -0.75, 1.84], [1.41, 0.49, -0.50], [-0.84, -0.19, -1.30], [-1.26, 0.76, -0.94], [0.53, -0.82, -0.78], [0.84, 0.02, 0.24], [-0.12, 1.01, -0.27], [-0.05, -0.84, -0.28], [0.10, 0.28, -0.29], [0.04, 0.03, 0.23], [0.31, -0.15, 0.24], [-0.47, 0.53, 0.72], [-0.44, -0.39, 0.41], [0.03, 0.40, -0.01], [0.04, -0.18, 0.39], [0.61, -0.10, 0.09], [-0.05, -0.13, 0.20], [-4.71, -2.00, 1.47], [0.90, 1.09, -0.06], [1.92, -4.53, -0.64], [1.77, 5.57, -0.47], [0.77, 0.22, -0.63], [-0.48, 0.36, 0.01], [0.78, -0.09, 0.23], [-0.56, 0.23, -0.20], [1.66, -1.47, -0.42], [4.91, -3.12, -1.75], [-4.38, -3.04, -2.12], [-1.44, 7.48, 4.45], [-0.50, 0.03, -0.05], [0.10, 0.27, 0.15], [-0.29, 0.31, 0.24], [-0.01, -0.45, -0.40], [3.54, 1.99, -0.92], [-3.21, -2.01, -0.29], [-0.27, 2.62, 1.12], [-0.27, -2.18, 0.12], [-0.27, 0.12, 0.23], [0.73, -0.41, -0.19], [0.35, -0.18, -0.28], [-0.48, 0.02, 0.31]],
  "lowdin_charge": [-0.1051, -0.1770, -0.2129, -0.4237, -0.0572, 0.0417, 0.0754, 0.0925, 0.0833, 0.1095, 0.1266, 0.1326, 0.0710, 0.0773, 0.0567, 0.0872, 0.0648, -0.1343, -0.2235, -0.1445, -0.3877, -0.0554, 0.0115, 0.0935, 0.0794, 0.0788, 0.1216, 0.1078, 0.1232, 0.0646, 0.0708, 0.0669, 0.0601, 0.0647, -0.1433, -0.1711, -0.1944, -0.4044, -0.0595, 0.0435, 0.0838, 0.0755, 0.0928, 0.1200, 0.0917, 0.1159, 0.0738, 0.0747, 0.0600, 0.0581, 0.0400, -0.0337, -0.2445, -0.2013, -0.4052, -0.0545, 0.0595, 0.0662, 0.0868, 0.0880, 0.1278, 0.1321, 0.1139, 0.0700, 0.0533, 0.0824, 0.0539, 0.0782, -0.1739, -0.1733, -0.1701, -0.4787, -0.0645, 0.0395, 0.0823, 0.0795, 0.0951, 0.1214, 0.1275, 0.1398, 0.0758, 0.0779, 0.0691, 0.0740, 0.0759, 0.1853, -0.8487, 0.1753, 0.0567, 0.1150, 0.0450, 0.0622, 0.1244, 0.1547, -0.8596, 0.1809, 0.1068, 0.1045, 0.0908, 0.1175, 0.1302, 0.1872, -0.7777, 0.1546, 0.0233, 0.0881, 0.1045, 0.1151, 0.0969],
  "spin_multiplicity": 1
}

Number 1: energy -62369.1654 eV, highest occupied orbital energy -6.1 eV. Number 2: energy -57704.5365 eV, highest occupied orbital energy -8.7 eV.